Density functional theory data (ωB97M-V/def2-TZVPD) for a structure of composition C28H52Cl3N2O2P2Si4Ta at a distorted geometry.

Computed properties:
* 2S+1: 1
* orbital gap: 4.53 eV
* molecular weight: 910.33 g/mol

Geometry (Å):
1 Ta 0.119 -0.139 0.814
2 O -1.157 2.487 -3.313
3 C -0.298 3.456 -3.945
4 O -0.592 -0.139 -3.998
5 C 0.640 -0.635 -4.461
6 H 0.425 2.935 -4.592
7 H 0.267 3.939 -3.140
8 H -0.866 4.196 -4.537
9 H 0.641 -0.860 -5.535
10 H 0.982 -1.478 -3.856
11 H 1.363 0.244 -4.248
12 C -1.977 1.807 -4.261
13 C -1.238 0.675 -4.974
14 H -2.322 2.513 -5.042
15 H -2.839 1.384 -3.721
16 H -0.515 1.105 -5.692
17 H -1.968 0.049 -5.525
18 Cl 0.124 -0.421 -1.406
19 Cl 1.949 1.463 -3.284
20 N 0.252 -2.026 1.746
21 P -2.461 -0.400 0.713
22 P 2.727 -0.232 0.875
23 C 3.208 -1.646 1.870
24 C 3.011 1.296 1.792
25 C -2.762 -1.470 2.126
26 C -2.947 1.302 0.970
27 Si -1.494 2.542 1.195
28 H -3.604 1.330 1.858
29 H -3.528 1.624 0.087
30 C -1.804 3.308 2.881
31 C -1.697 3.856 -0.131
32 Si 1.598 2.573 1.542
33 H 3.962 1.737 1.454
34 H 3.099 1.070 2.872
35 C 2.103 3.842 0.259
36 C 1.494 3.380 3.228
37 Si 1.678 -2.414 2.674
38 H 3.905 -1.300 2.656
39 H 3.701 -2.395 1.229
40 C 1.797 -1.840 4.457
41 C 1.852 -4.271 2.790
42 Si -1.278 -2.645 2.378
43 H -3.645 -2.084 1.902
44 H -2.956 -0.876 3.034
45 C 3.738 -0.274 -0.635
46 C 4.342 0.882 -1.162
47 H 4.255 1.836 -0.638
48 C 5.015 0.823 -2.384
49 H 5.435 1.736 -2.822
50 C 5.119 -0.398 -3.066
51 H 5.635 -0.436 -4.027
52 C 4.541 -1.558 -2.538
53 H 4.637 -2.512 -3.067
54 C 3.817 -1.485 -1.349
55 H 3.304 -2.368 -0.962
56 C -3.443 -1.152 -0.615
57 C -2.849 -2.123 -1.440
58 H -1.781 -2.321 -1.352
59 C -3.612 -2.849 -2.347
60 H -3.129 -3.625 -2.948
61 C -4.977 -2.573 -2.476
62 H -5.577 -3.129 -3.203
63 C -5.565 -1.565 -1.691
64 H -6.627 -1.332 -1.809
65 C -4.807 -0.864 -0.754
66 H -5.278 -0.112 -0.120
67 H 1.721 -4.767 1.821
68 H 1.157 -4.713 3.516
69 H 2.880 -4.437 3.145
70 H 2.053 -0.778 4.536
71 H 2.620 -2.430 4.887
72 H 0.897 -2.025 5.050
73 C -1.628 -4.234 1.461
74 C -1.345 -3.013 4.209
75 H -1.352 -4.159 0.403
76 H -2.701 -4.459 1.535
77 H -1.060 -5.053 1.921
78 H -1.316 -2.100 4.816
79 H -0.569 -3.706 4.550
80 H -2.323 -3.493 4.363
81 H -2.016 3.385 -1.073
82 H -0.762 4.397 -0.324
83 H -2.459 4.575 0.202
84 H -1.385 2.766 3.739
85 H -2.896 3.328 3.008
86 H -1.440 4.343 2.900
87 H 3.143 4.146 0.458
88 H 1.454 4.728 0.322
89 H 2.032 3.420 -0.756
90 H 1.096 2.719 4.010
91 H 0.906 4.305 3.208
92 H 2.534 3.633 3.492
93 N 0.117 1.873 0.939
94 Cl -0.501 0.309 3.330

Atomic partial charges in e from the Mulliken method, atoms 1 to 6: -0.33, 0.08, -0.81, 0.01, -1.01, 0.32